Record 1
DFT (wB97M-V/def2-TZVPD) results for a cluster of 9 separate species, C27H54Cl6O6 in total at a distorted geometry.

Maximum force ... 2.30 eV/Å
SMILES ... C1CCOC1.C1CCOC1.C1CCOC1.C1CCOC1.C1CCOC1.C1CCOC1.ClCCl.ClCCl.ClCCl
E_tot ... -116291.41529 eV
Frontier orbital gap ... 9.77 eV

Atoms and positions in Å:
Cl 12.5011 13.9837 11.9875
Cl 6.9927 14.4016 14.0767
Cl 10.8787 12.4765 10.0342
Cl 7.5366 14.8882 11.1878
Cl 7.6229 10.8557 8.0975
Cl 7.7310 11.0769 11.1329
O 13.4125 16.0177 6.6175
O 9.0858 11.9358 16.8896
O 13.8234 16.1953 17.0513
O 8.9612 18.1625 14.0048
O 14.9952 10.2058 10.8087
O 11.1275 8.0696 9.8563
C 9.9718 11.5873 14.8022
C 14.0455 17.3150 16.2050
C 11.0592 7.8178 12.2683
C 7.3790 11.8914 9.5477
C 12.1786 15.3595 6.4633
C 9.6566 17.5083 15.0877
C 10.3398 11.8408 16.2342
C 13.8007 10.5348 10.1498
C 6.7745 15.4666 12.6979
C 15.4433 12.1360 9.5303
C 15.8509 11.3152 10.7785
C 11.7495 7.3992 10.9027
C 10.5489 16.4626 14.3874
C 10.8457 13.5663 11.4650
C 11.4472 15.4004 7.7902
C 14.2200 14.9622 16.5141
C 10.9975 17.2583 13.1221
C 9.7079 18.0907 12.8075
C 12.3333 16.3434 8.6478
C 10.0944 8.8597 10.3601
C 13.7242 16.1368 7.9843
C 8.8450 10.5545 14.9920
C 8.1093 11.1434 16.2234
C 10.4771 9.1872 11.8094
C 14.3095 11.2963 8.8632
C 14.9008 16.7189 15.0718
C 14.3896 15.2594 15.0482
H 10.1932 18.3133 15.6274
H 10.2806 14.4518 11.2034
H 16.8762 11.0187 10.6612
H 13.4744 11.8616 8.3978
H 15.7474 11.9207 11.6902
H 9.9634 19.0830 12.4306
H 9.2633 9.5933 15.2827
H 6.3493 12.2262 9.6109
H 10.0021 9.7530 9.7425
H 11.2690 9.9480 11.8058
H 10.8982 12.7585 16.4454
H 11.8179 7.8442 13.0566
H 10.4212 15.7515 7.7326
H 9.6012 12.5334 14.3726
H 12.4142 16.1280 9.7102
H 8.9357 17.0459 15.7553
H 14.5931 18.0895 16.7297
H 11.6989 6.3121 10.8057
H 12.7958 7.6991 10.9697
H 16.2374 12.2888 8.8068
H 15.9563 16.7159 15.4340
H 11.4213 14.4072 8.2396
H 14.3553 17.0092 8.1914
H 11.6214 15.8827 5.6713
H 9.1237 17.5839 12.0370
H 10.3464 12.9989 12.2535
H 11.3456 16.0661 15.0144
H 8.1194 10.3331 14.1834
H 9.6678 9.5733 12.4403
H 5.7020 15.5733 12.5126
H 10.8962 10.9921 16.6536
H 8.1142 12.6843 9.4891
H 13.2138 9.6380 9.9287
H 10.2535 7.1283 12.5486
H 13.0786 17.7394 15.8720
H 9.1386 8.3078 10.2621
H 11.8223 17.9205 13.3651
H 14.2147 15.2539 8.4023
H 13.4489 14.2085 16.6943
H 15.0428 14.5861 14.4963
H 14.8653 17.2979 14.1476
H 11.3387 16.6131 12.3218
H 15.0642 13.1050 9.8331
H 10.7899 11.1821 14.1885
H 14.6671 10.5754 8.1282
H 7.2451 11.7144 15.8477
H 13.2117 11.2135 10.7724
H 12.3208 14.3262 6.1158
H 12.1015 17.3983 8.5196
H 9.9535 15.6167 14.0479
H 7.2091 16.4260 12.9525
H 15.1513 14.5584 16.9232
H 7.7106 10.3456 16.8579
H 13.4119 15.2255 14.5171

Atom charges from the Mulliken analysis, given in e for atoms 1 to 6: Cl -0.089; Cl -0.095; Cl -0.271; Cl -0.087; Cl -0.165; Cl -0.017

Record 2
DFT (wB97M-V/def2-TZVPD) results for a cluster of 3 separate species, C17H37B2N2O8 in total at a distorted geometry.

Expectation value of S² ... 0.754
Maximum force ... 1.36 eV/Å
Multiplicity ... 2
E_tot ... -38945.74998 eV
Frontier orbital gap (spin up / spin down) ... 7.98 / 9.19 eV

Atoms and positions in Å:
O -5.5311 -0.2777 -2.5168
O 3.6335 1.0063 -1.4347
O -2.3087 -1.0316 0.9618
O 4.5138 1.6198 2.0231
O -4.4168 1.2418 -3.6322
O 0.8052 2.8862 -1.2785
O 4.9989 -0.5006 1.8981
O 3.2503 -1.2223 -0.7654
N -1.1240 -0.7926 0.5406
N 2.1419 2.8185 0.7668
C 1.3828 0.5603 -0.3157
C -5.4826 0.7481 -3.3885
C -1.8138 1.1710 -0.8275
C -0.1558 -1.4045 2.6812
C -0.6960 0.9762 2.2608
C -7.2943 -1.8922 -3.0152
C 5.2772 0.7383 2.3237
C -0.1972 -0.2985 1.5833
C 6.4777 0.9951 3.2008
C 5.8711 -1.6217 2.0731
C 1.2229 -0.1179 1.0641
C 0.3618 -0.0351 -1.3094
C -1.0677 -0.1591 -0.7898
C 5.7138 -2.2548 3.4390
C -1.8078 -1.0931 -1.7712
C -6.7466 1.2109 -4.0779
C -6.7494 -0.8606 -2.0495
B 1.4331 2.1485 -0.2707
B 2.7999 0.0929 -0.8515
H -7.4788 -0.0845 -1.8114
H -0.5090 -2.3437 2.2798
H 1.6921 -1.0971 1.0605
H 6.8958 1.9613 2.9297
H -6.6956 2.2912 -4.1869
H 5.5689 -2.3260 1.3005
H 5.9831 -1.5653 4.2394
H -1.7767 0.9814 2.3544
H 6.9032 -1.3401 1.8575
H -0.2752 1.0251 3.2560
H 7.2670 0.2536 3.1089
H -7.5486 -1.4504 -3.9788
H -1.5758 -0.7989 -2.7862
H 0.6819 -1.0480 -1.5649
H -2.8732 1.0161 -0.6816
H 6.3473 -3.1377 3.5222
H -0.3873 1.8804 1.7437
H 4.5505 0.6873 -1.4096
H 2.9698 2.2937 1.0479
H 0.1943 3.5461 -0.9180
H -1.4175 1.9172 -0.1533
H 2.4464 3.7375 0.4645
H 0.3195 0.5296 -2.2305
H -6.7850 0.7598 -5.0682
H -2.8736 -1.0137 -1.6089
H -1.7001 1.5635 -1.8313
H -7.6640 0.9749 -3.5443
H -8.1912 -2.3586 -2.6068
H -1.4954 -2.1112 -1.5617
H 3.2348 -1.6825 -1.6171
H -6.5489 -2.6659 -3.1976
H 0.8701 -1.5440 3.0040
H 1.7751 0.4659 1.7936
H 6.1450 1.0355 4.2369
H -0.7346 -1.1134 3.5463
H -6.4836 -1.3396 -1.1090
H 4.6772 -2.5509 3.5982

Atom charges from the Mulliken analysis, given in e for atoms 1 to 6: O -0.306; O -0.635; O -0.683; O -0.628; O -0.524; O -0.729